Here is 3 unconnected molecules or ions with the total composition C24H51BBrClO6P in a non-equilibrium geometry from OMol25. Energies are from ωB97M-V with the def2-TZVPD basis set.

Results
Charge: -1

CARTESIAN COORDINATES (ANGSTROEM)
C: -2.3621 -3.7802 -3.7654
C: -2.0277 -3.2140 -5.2417
C: -0.9593 -1.9984 -5.2047
C: -1.5726 -0.6650 -4.5653
C: -0.4181 0.0917 -3.7515
C: 0.2040 1.3711 -4.4921
C: 0.8015 2.3463 -3.3514
C: 2.3088 2.0178 -2.9318
C: 2.4764 0.8157 -1.8785
C: 1.6791 1.0766 -0.4738
C: 0.7966 -0.2292 -0.2036
B: -0.2340 -0.0922 1.0940
C: 0.6773 -0.2242 2.4587
C: 0.8126 -1.7040 3.0701
C: 1.8035 -2.6569 2.2306
O: 3.0166 -2.6454 2.5709
O: 1.3234 -3.5011 1.1941
C: -0.9310 1.4018 1.1156
C: -2.1038 1.5804 2.1653
O: -2.0927 1.2495 3.3568
Cl: -3.6541 2.4206 1.5683
P: -1.5605 -1.4733 0.8663
O: -2.6181 -1.5855 2.2181
Br: -2.8715 -0.7523 -0.8751
H: -3.0654 -3.0873 -3.1899
H: -2.8816 -4.7844 -3.9297
H: -1.4116 -3.9855 -3.1532
H: -2.9780 -2.9441 -5.8141
H: -1.5108 -4.0663 -5.7963
H: -0.5466 -1.7529 -6.2383
H: -0.0719 -2.4077 -4.5973
H: -2.0825 0.0261 -5.3155
H: -2.3671 -0.9865 -3.8142
H: -0.8783 0.4737 -2.7694
H: 0.4629 -0.6112 -3.5201
H: 0.9796 1.0651 -5.2683
H: -0.6645 1.9225 -5.0097
H: 0.8176 3.3976 -3.8286
H: 0.0639 2.4112 -2.4894
H: 2.8300 2.9398 -2.4947
H: 2.8787 1.7268 -3.8742
H: 2.2287 -0.2087 -2.3041
H: 3.5962 0.7986 -1.5979
H: 1.0866 2.0318 -0.6427
H: 2.4652 1.2958 0.3165
H: 1.5355 -1.1042 -0.0832
H: 0.1281 -0.5114 -1.0954
H: 1.7472 0.0945 2.1618
H: 0.3710 0.4690 3.3072
H: -0.1701 -2.2339 3.2825
H: 1.3318 -1.5870 4.0915
H: 1.9367 -3.3853 0.4351
H: -0.0982 2.1454 1.4135
H: -1.2730 1.7455 0.0737
H: -2.1664 -1.3384 3.0516
C: -5.5711 5.2385 0.3848
C: -4.4722 5.7453 -0.5336
O: -4.9608 6.4165 -1.6891
C: -5.7529 7.5716 -1.4577
C: -5.0246 8.6634 -0.6925
H: -6.2396 4.5623 -0.1564
H: -5.1401 4.7025 1.2331
H: -6.1809 6.0533 0.7804
H: -3.8928 4.8918 -0.8923
H: -3.7714 6.3876 0.0090
H: -6.6866 7.2949 -0.9566
H: -6.0336 7.9569 -2.4421
H: -4.7253 8.3346 0.3043
H: -5.6672 9.5401 -0.5779
H: -4.1172 8.9622 -1.2246
C: 4.1999 -4.0699 5.0543
C: 5.6935 -4.0138 5.3249
O: 6.1233 -4.9091 6.3453
C: 5.8849 -6.2890 6.1118
C: 6.5657 -6.8192 4.8615
H: 3.6379 -3.8543 5.9687
H: 3.9232 -3.3381 4.2897
H: 3.8857 -5.0540 4.7020
H: 5.9514 -3.0086 5.6666
H: 6.2655 -4.1840 4.4074
H: 4.8083 -6.4873 6.0882
H: 6.2780 -6.8229 6.9818
H: 6.2053 -6.3240 3.9581
H: 6.3802 -7.8908 4.7537
H: 7.6455 -6.6550 4.9161

Atomic partial charges in e from the Mulliken method, atoms 1 to 4: number 1, C, carries -0.802; number 2, C, carries -0.577; number 3, C, carries -0.603; number 4, C, carries -0.351


Here is a single C7H12BrN3O2S molecule in a non-equilibrium geometry from OMol25. Energies are from ωB97M-V with the def2-TZVPD basis set.

Results
Structure (SMILES): CC/C(N)=N/C=C(Br)\C=C/S(N)(=O)=O
Relative energy (zero: lowest compared OMol25 entry of this formula, charge and spin): 19.9 kcal per mole

CARTESIAN COORDINATES (ANGSTROEM)
C: 1.2812 -0.1449 2.0382
C: 2.1366 -0.0968 -0.3595
C: 2.2629 0.0241 1.0007
C: -0.0390 0.0827 1.9480
C: 0.0123 -1.1633 -0.8124
C: -1.0008 -0.0604 -2.9369
C: -1.1094 -1.1278 -1.8404
N: 1.0360 -0.4521 -1.0455
N: -0.0283 -2.1112 0.1905
N: -1.1829 2.3995 2.0995
O: 0.3441 1.9463 0.0842
O: -1.9086 0.8402 0.1717
S: -0.7183 1.3231 0.8295
Br: 4.0015 0.6039 1.6274
H: 1.4043 -0.5543 3.0296
H: 3.1487 0.1524 -0.9894
H: -0.6432 -0.1478 2.6914
H: -1.9040 -0.2565 -3.5845
H: -0.0332 -0.3264 -3.4775
H: -0.8545 0.8054 -2.4171
H: -0.9963 -2.0867 -2.3218
H: -1.9892 -0.7954 -1.2864
H: -0.9298 -2.2458 0.5265
H: 0.8336 -2.4002 0.6951
H: -0.9698 3.3792 1.8099
H: -2.1539 2.4126 2.3294

Atomic partial charges in e from the natural (NBO) method, atoms 1 to 4: number 1, C, carries -0.197; number 2, C, carries 0.068; number 3, C, carries -0.210; number 4, C, carries -0.469


Number 1: HOMO energy -4.357 eV, Kohn-Sham gap 6.922 eV. Number 2: HOMO energy -8.056 eV, Kohn-Sham gap 8.017 eV.